DFT (ωB97M-V/def2-TZVPD) results for a 4-piece molecular cluster, C26H58BrN4O17P4S overall in a non-equilibrium geometry.

Atoms and positions in Å:
1 H 3.8389 7.4338 6.9412
2 H -1.2764 -8.8005 -1.0388
3 H 0.2794 -0.0506 -0.0836
4 H -1.1189 -0.8016 -0.8617
5 H 1.5251 -1.4340 -5.3855
6 C 0.6806 -1.9395 -3.4621
7 O 0.8239 7.8544 5.5149
8 S 4.5837 -6.9550 -2.5519
9 H -1.1403 0.9225 -0.4453
10 O 0.8908 -8.6564 -5.9152
11 H -4.2645 -1.9498 -8.0310
12 C -2.5110 -1.1506 -7.0728
13 H -2.7891 3.6701 5.0328
14 P -1.9726 1.9658 2.1469
15 H 4.6457 -8.2840 -2.7575
16 H 3.3117 8.9974 6.3314
17 H 0.6022 10.6118 6.6087
18 C -0.8107 -0.0655 -0.1167
19 C -4.4490 0.0231 -3.7695
20 C -1.3911 -0.4179 1.2414
21 P -1.6707 -2.0112 -4.7310
22 C 0.6165 -6.7305 -1.9533
23 H 2.6957 -2.0968 -4.2313
24 C -0.6542 -6.5808 0.2551
25 H 0.8660 -7.8974 -6.5130
26 H -2.4235 -0.2411 -7.6649
27 H -1.4361 -6.0572 -0.2894
28 H 2.1050 -0.4379 -4.0627
29 H 2.2632 11.7610 4.3074
30 C 2.1624 7.3228 5.6063
31 O -0.8813 -3.0242 -5.4602
32 H 2.6715 7.3658 4.6467
33 O -2.0109 -0.8294 -5.7669
34 H 4.6628 -7.8262 0.1110
35 H 0.6443 4.1027 2.3783
36 N -1.0397 -9.0946 -0.0978
37 H 2.0400 6.2716 5.8663
38 H -0.0859 -9.4357 -0.1340
39 C -1.0874 -7.9521 0.8229
40 H 0.0940 6.2837 1.9705
41 H -5.2011 -0.7628 -3.8360
42 H -1.1158 7.4281 2.5278
43 C 1.4188 11.1855 4.6844
44 O 3.8077 -4.2411 1.6549
45 H 3.6870 -7.1551 1.4015
46 O 4.7523 -5.7793 0.3743
47 H -2.0547 -7.8834 1.3180
48 O 0.8446 7.7743 3.1326
49 C 1.4642 2.4319 1.3253
50 H -3.0320 1.5297 6.1141
51 O 1.6215 9.8368 4.2391
52 O 1.6352 -9.5383 -3.6767
53 H -3.7264 0.7895 4.6817
54 C 1.9543 -6.7931 -4.1160
55 N 2.8492 -6.8666 -0.4899
56 C -3.1666 -0.5010 -3.1668
57 H -0.7703 7.9532 0.1904
58 C -3.6667 1.7192 5.2471
59 H 1.0876 12.3124 6.4880
60 H -4.0918 -2.4387 -6.3353
61 O -1.9156 2.3993 3.7068
62 O -0.8878 2.9935 1.6450
63 O -0.5387 -1.2861 -3.7942
64 C -3.9549 -1.6153 -7.0411
65 H 0.8877 -1.7048 -2.4148
66 Br -0.9718 -6.6976 -2.9319
67 H -0.3756 -8.1829 1.6187
68 H 1.4279 1.3436 1.3695
69 H -3.2969 -0.6371 -2.0938
70 H 2.8453 -6.2604 -4.4367
71 H -0.9361 -1.3363 1.6145
72 H 0.1493 9.1928 1.0618
73 H -4.8355 0.8425 -3.1634
74 H 2.3585 8.1898 7.5723
75 O 3.3666 -8.7436 -5.3399
76 C -3.0911 2.8351 4.3996
77 H 2.4629 2.7420 1.6340
78 C 2.9726 -6.8705 -1.8126
79 C 1.3480 11.2950 6.1961
80 O -2.8358 -1.8147 -3.6863
81 H 0.4476 2.5735 3.2188
82 C 0.6162 -6.6915 -0.5409
83 O -0.8326 9.4222 3.8343
84 N 4.5771 -5.0757 1.7316
85 P 0.4008 8.7966 4.3219
86 C 0.4261 3.0448 2.2396
87 H -2.3538 0.2056 -3.3110
88 N 1.7117 -6.7570 0.1829
89 H 0.5154 11.5954 4.2300
90 C 1.8206 -6.7927 -2.6339
91 H -4.6189 -0.8086 -6.7324
92 C 4.0467 -6.9746 0.3859
93 H 2.3063 11.0457 6.6515
94 C 1.8195 -1.4538 -4.3370
95 H 0.5695 -3.0242 -3.5370
96 H -4.2796 0.4073 -4.7742
97 P 2.0282 -8.4960 -4.8150
98 H -4.6649 1.9782 5.6014
99 H -1.8769 -1.9057 -7.5401
100 H -0.4102 -5.9544 1.1165
101 C 0.0717 8.1247 0.8625
102 H 1.1071 -6.2680 -4.5632
103 H -2.4654 -0.5969 1.1594
104 H 1.2977 2.7294 0.2899
105 H 0.7788 -9.3385 -3.2723
106 H 0.9878 7.8251 0.3504
107 C 2.9618 8.0267 6.6796
108 C -0.0977 7.3436 2.1501
109 O -3.3845 1.6698 1.8790
110 H -3.8332 3.2128 3.6978
111 O -1.1385 0.5844 2.2256

Results
Total charge   +1
Frontier orbital gap   0.23034 Eh
Electronic energy   -6861.160569 hartree
Multiplicity   1
Molar mass   934.63 g mol⁻¹

Atom charges from the Löwdin analysis, given in e for atoms 1 to 99: number 1, H, carries 0.08; number 2, H, carries 0.02; number 3, H, carries 0.07; number 4, H, carries 0.06; number 5, H, carries 0.08; number 6, C, carries -0.30; number 7, O, carries -0.19; number 8, S, carries 0.96; number 9, H, carries 0.08; number 10, O, carries -0.09; number 11, H, carries 0.08; number 12, C, carries -0.26; number 13, H, carries 0.12; number 14, P, carries 0.45; number 15, H, carries -0.05; number 16, H, carries 0.06; number 17, H, carries 0.08; number 18, C, carries -0.07; number 19, C, carries -0.06; number 20, C, carries -0.27; number 21, P, carries 0.48; number 22, C, carries -0.51; number 23, H, carries 0.07; number 24, C, carries -0.15; number 25, H, carries 0.10; number 26, H, carries 0.12; number 27, H, carries 0.09; number 28, H, carries 0.08; number 29, H, carries 0.12; number 30, C, carries -0.25; number 31, O, carries -0.23; number 32, H, carries 0.11; number 33, O, carries -0.19; number 34, H, carries 0.13; number 35, H, carries 0.11; number 36, N, carries 0.02; number 37, H, carries 0.12; number 38, H, carries 0.06; number 39, C, carries -0.24; number 40, H, carries 0.10; number 41, H, carries 0.09; number 42, H, carries 0.11; number 43, C, carries -0.26; number 44, O, carries 0.16; number 45, H, carries 0.13; number 46, O, carries -0.13; number 47, H, carries 0.12; number 48, O, carries -0.21; number 49, C, carries -0.07; number 50, H, carries 0.07; number 51, O, carries -0.19; number 52, O, carries -0.09; number 53, H, carries 0.07; number 54, C, carries -0.21; number 55, N, carries -0.05; number 56, C, carries -0.24; number 57, H, carries 0.08; number 58, C, carries -0.07; number 59, H, carries 0.08; number 60, H, carries 0.07; number 61, O, carries -0.21; number 62, O, carries -0.18; number 63, O, carries -0.22; number 64, C, carries -0.07; number 65, H, carries 0.11; number 66, Br, carries 1.00; number 67, H, carries 0.11; number 68, H, carries 0.06; number 69, H, carries 0.12; number 70, H, carries 0.09; number 71, H, carries 0.12; number 72, H, carries 0.08; number 73, H, carries 0.09; number 74, H, carries 0.09; number 75, O, carries -0.25; number 76, C, carries -0.27; number 77, H, carries 0.08; number 78, C, carries -0.44; number 79, C, carries -0.07; number 80, O, carries -0.20; number 81, H, carries 0.12; number 82, C, carries -0.27; number 83, O, carries -0.21; number 84, N, carries 0.08; number 85, P, carries 0.45; number 86, C, carries -0.24; number 87, H, carries 0.12; number 88, N, carries 0.22; number 89, H, carries 0.11; number 90, C, carries -0.27; number 91, H, carries 0.07; number 92, C, carries -0.21; number 93, H, carries 0.07; number 94, C, carries -0.07; number 95, H, carries 0.09; number 96, H, carries 0.07; number 97, P, carries 0.40; number 98, H, carries 0.08; number 99, H, carries 0.11


DFT (ωB97M-V/def2-TZVPD) results for a 5-piece molecular cluster, C26H60BClFN7O14PS overall in a non-equilibrium geometry.

Atoms and positions in Å:
1 H 6.8043 -1.7923 -2.5773
2 H -3.5478 0.7360 -4.5534
3 H -4.3318 -3.1193 -1.9315
4 C -4.6198 1.9961 4.9562
5 O -5.1519 -0.2923 0.4622
6 H -6.6537 2.9103 0.5602
7 H 6.7698 -0.7104 2.2247
8 H 1.3852 2.4569 -3.5997
9 N 1.4671 -2.4659 4.0997
10 H -1.1077 -4.5139 1.7866
11 O -5.5667 1.2857 -1.7751
12 C 1.3893 1.3809 -3.4698
13 C 1.5875 -2.1974 2.6395
14 C 2.8794 0.9383 -3.4532
15 F -0.8440 -0.2335 -0.1206
16 H -1.2617 -2.2214 1.0380
17 N -2.2389 1.0764 -1.3733
18 H -2.7265 7.4143 3.7597
19 N -2.7207 6.8208 1.7559
20 H 5.4720 -2.5606 0.0455
21 C -2.0425 -5.4675 0.1079
22 H -1.7360 3.3469 -3.8987
23 C 2.9482 -0.5693 -3.7571
24 C -3.8529 -0.3336 -0.0429
25 C 7.4629 -1.0234 1.4632
26 O 1.8902 -3.5318 4.4944
27 H 1.1710 -1.2181 2.4307
28 O -1.8044 -7.6252 -1.2813
29 H -5.6248 1.7406 -2.6279
30 N -5.7804 2.0462 4.0243
31 O 8.3924 -0.4472 4.1487
32 H -5.6487 -2.0874 -1.4924
33 H 0.1947 -1.1022 -2.1622
34 H 4.9910 -0.2468 -1.8145
35 C -4.6499 -2.3883 -1.2012
36 S -1.2723 -6.3128 -1.2807
37 H -4.1775 -0.5924 -2.0013
38 H -4.7474 1.1234 5.5898
39 H 4.4441 -2.0443 -4.1734
40 H -3.9596 5.1379 -0.8012
41 H -2.8612 3.8049 -1.0249
42 C -2.3386 -1.4193 -1.6265
43 H -4.6120 2.9063 5.5431
44 H 1.0351 -2.9762 2.1214
45 O -2.4171 5.6459 1.8879
46 H -4.7271 -2.8104 -0.2109
47 H 0.9470 0.8813 -4.3250
48 H 8.2890 -0.3293 1.5124
49 H -0.2169 -4.3223 0.2937
50 H -3.4380 4.3013 0.6222
51 C -1.4740 -0.1567 -1.3668
52 H -2.6202 8.7523 2.5767
53 C -2.2816 7.7549 2.8296
54 H -2.3591 -1.5308 -2.7041
55 H 7.7798 -2.0403 1.6614
56 H -3.0350 1.5155 0.4835
57 H -5.1408 0.1447 1.3322
58 O -5.9344 1.0869 3.2827
59 H 9.7373 1.4880 5.2084
60 C 0.7039 0.9501 -2.1597
61 O 7.4796 1.2908 3.2378
62 O -1.3760 2.5860 -3.4136
63 B -4.6417 1.9527 -0.9569
64 H -5.0774 2.8102 1.4768
65 H 5.9083 -0.2830 0.1730
66 H -3.7198 1.9122 4.3536
67 H -0.6926 -2.7600 -1.3236
68 H 3.9036 -1.6222 -1.6624
69 H 1.4696 0.5948 -1.4778
70 H 5.0312 -0.3323 -4.1351
71 C 8.6553 1.5780 5.2157
72 H 8.2402 1.1907 6.1412
73 O -2.8910 0.4209 -3.9097
74 H 3.2371 1.1042 -2.4418
75 H 2.5116 -0.7227 -4.7440
76 H -0.6767 -0.2620 -3.4035
77 H 8.3472 2.6030 5.0474
78 Cl 0.7225 -6.4496 -0.8964
79 N 8.1292 0.7372 4.1045
80 C -3.3896 1.0706 -0.4521
81 H -2.1761 -6.2444 0.8516
82 H 7.1431 -2.9938 -0.4061
83 H -3.0355 -5.1611 -0.2029
84 H 5.6469 -3.1609 -2.3102
85 C 4.3975 -1.0812 -3.6693
86 H -2.1995 -3.5315 -1.6024
87 C -3.7019 4.1485 -0.4288
88 H 0.2305 1.7922 -1.6668
89 H 7.4693 -0.3856 -0.6102
90 C -0.3265 -0.1742 -2.3783
91 C -1.7432 -2.7103 -1.0618
92 C -5.6635 3.3284 0.7112
93 C -1.2172 -4.3244 0.7254
94 O -3.3461 7.2819 0.8256
95 H -5.7985 4.3701 0.9824
96 H 2.6428 -2.2287 2.3844
97 N -4.9093 3.3016 -0.5560
98 N -3.7867 -1.1731 -1.2457
99 C 6.3646 -2.2408 -0.4967
100 P -2.6509 1.7246 -2.9021
101 O 0.9531 -1.6046 4.7883
102 C 6.7984 -0.8974 0.0775
103 C 5.9768 -2.1776 -1.9852
104 H -3.1817 -0.6748 0.7434
105 O -6.4842 3.0270 4.0636
106 O -1.4862 -5.5788 -2.4865
107 C 4.7835 -1.2455 -2.1860
108 H 3.4693 1.4875 -4.1800
109 H -2.8434 -2.9641 0.8511
110 C -1.8335 -2.9279 0.4461
111 H -1.1978 7.7090 2.8776
112 H 2.3180 -1.0693 -3.0215

Results
Total charge   +1
Frontier orbital gap   0.32049 Eh
Electronic energy   -3787.237124 hartree
Multiplicity   1
Molar mass   823.10 g mol⁻¹

Atom charges from the Löwdin analysis, given in e for atoms 1 to 99: number 1, H, carries 0.12; number 2, H, carries 0.07; number 3, H, carries 0.11; number 4, C, carries 0.06; number 5, O, carries 0.05; number 6, H, carries 0.10; number 7, H, carries 0.04; number 8, H, carries 0.10; number 9, N, carries -0.45; number 10, H, carries 0.12; number 11, O, carries 0.10; number 12, C, carries -0.19; number 13, C, carries 0.05; number 14, C, carries -0.20; number 15, F, carries 0.05; number 16, H, carries 0.10; number 17, N, carries -0.10; number 18, H, carries 0.10; number 19, N, carries -0.43; number 20, H, carries 0.11; number 21, C, carries -0.24; number 22, H, carries 0.08; number 23, C, carries -0.21; number 24, C, carries -0.30; number 25, C, carries -0.11; number 26, O, carries 0.08; number 27, H, carries 0.09; number 28, O, carries -0.32; number 29, H, carries 0.11; number 30, N, carries -0.44; number 31, O, carries 0.07; number 32, H, carries 0.12; number 33, H, carries 0.11; number 34, H, carries 0.10; number 35, C, carries 0.05; number 36, S, carries 0.33; number 37, H, carries 0.16; number 38, H, carries 0.10; number 39, H, carries 0.11; number 40, H, carries 0.09; number 41, H, carries 0.06; number 42, C, carries -0.13; number 43, H, carries 0.10; number 44, H, carries 0.08; number 45, O, carries 0.04; number 46, H, carries 0.10; number 47, H, carries 0.10; number 48, H, carries 0.06; number 49, H, carries 0.06; number 50, H, carries 0.05; number 51, C, carries -0.44; number 52, H, carries 0.10; number 53, C, carries 0.05; number 54, H, carries 0.15; number 55, H, carries 0.07; number 56, H, carries 0.15; number 57, H, carries 0.10; number 58, O, carries 0.03; number 59, H, carries 0.10; number 60, C, carries -0.18; number 61, O, carries 0.05; number 62, O, carries -0.20; number 63, B, carries -0.64; number 64, H, carries 0.07; number 65, H, carries 0.09; number 66, H, carries 0.10; number 67, H, carries 0.13; number 68, H, carries 0.11; number 69, H, carries 0.11; number 70, H, carries 0.11; number 71, C, carries 0.05; number 72, H, carries 0.10; number 73, O, carries -0.23; number 74, H, carries 0.10; number 75, H, carries 0.11; number 76, H, carries 0.11; number 77, H, carries 0.09; number 78, Cl, carries 0.44; number 79, N, carries -0.43; number 80, C, carries -0.15; number 81, H, carries 0.11; number 82, H, carries 0.11; number 83, H, carries 0.11; number 84, H, carries 0.11; number 85, C, carries -0.19; number 86, H, carries 0.08; number 87, C, carries -0.07; number 88, H, carries 0.10; number 89, H, carries 0.11; number 90, C, carries -0.11; number 91, C, carries -0.12; number 92, C, carries -0.05; number 93, C, carries -0.23; number 94, O, carries 0.08; number 95, H, carries 0.10; number 96, H, carries 0.10; number 97, N, carries -0.09; number 98, N, carries 0.00; number 99, C, carries -0.23


Number 1: LUMO level -5.056 eV. Number 2: LUMO level -2.337 eV.